1.
95
Properties=species:S:1:pos:R:3 method="wB97M-V/def2-TZVPD" orbital_gap_ev=6.83 e_lumo_ha=-0.085 energy_ha=-46319.25820 total_charge=0 fmax_ha_per_bohr=0.1816
H 4.58 -2.35 -2.40
C 0.85 6.09 2.18
H -1.61 -4.27 3.69
C -2.95 5.30 -2.31
H -5.34 -6.12 0.84
H -0.07 -3.32 1.80
H -6.91 0.05 -1.93
C -0.07 1.50 -1.50
C -4.64 -6.76 2.77
P 3.93 2.78 -3.30
C -3.61 6.81 -2.22
H 9.48 -4.74 -4.59
C 1.10 -2.25 8.93
H 0.99 5.97 4.33
H -2.36 -1.63 -0.99
Br -5.17 -2.66 -4.03
C -6.58 -1.80 -3.00
H -5.21 -7.69 2.71
H -0.25 -0.73 -2.66
C 6.58 -1.57 -1.97
F 0.25 -3.53 -1.14
H 1.83 5.62 2.06
C 0.61 -3.63 9.31
H 8.50 -3.56 -3.67
H -3.67 -6.74 0.81
C 2.05 2.80 -2.83
Br -0.17 -0.92 2.49
C -1.72 5.05 -3.42
H 2.25 0.69 -1.51
P -4.82 4.35 -0.10
Br -3.77 -4.34 1.51
H 0.39 -4.26 8.45
Br 0.64 -3.83 4.61
Br -3.71 5.28 1.70
C 1.01 3.99 -3.35
Br -2.96 -7.25 3.63
Br -0.25 5.35 0.75
C -4.40 -6.18 1.40
H -0.08 4.72 3.63
H 0.94 7.16 2.00
C 0.26 5.76 3.54
Br 8.15 -5.90 -2.85
C -6.08 -0.55 -2.31
H -6.97 -2.55 -2.30
C -2.75 2.66 -1.62
C -0.43 -1.13 -1.54
C -1.04 -3.34 3.76
Br 0.04 -1.49 7.48
C 5.09 -1.68 -1.70
C 0.82 -2.14 -1.22
H -1.74 -2.70 1.82
H 1.07 -1.54 9.76
C -1.16 2.66 -1.99
O -1.66 -1.96 -1.62
O -6.03 5.52 -0.53
Br 6.94 -1.38 -3.87
H -5.15 -6.07 3.45
H -7.36 -1.55 -3.73
Br -6.59 7.88 -2.97
H -2.89 7.64 -2.66
C -0.59 3.91 -2.94
H 7.09 -2.48 -1.67
C -3.45 4.17 -1.42
H -5.96 6.29 0.11
O -1.67 5.67 -4.60
H 2.13 -2.30 8.54
H 0.10 0.19 0.37
Br -1.02 -3.52 10.38
Br -5.01 -1.00 -0.73
H -1.68 0.30 -0.23
H -5.45 0.08 -2.95
O -4.87 6.00 -4.36
H 10.94 -5.02 -2.43
C -0.55 0.19 -0.59
Br 1.76 5.45 -4.51
C 9.18 -4.41 -3.58
C -4.91 6.78 -3.27
C 1.53 1.55 -1.89
Br -1.27 6.90 3.94
C 10.40 -4.12 -2.74
H 7.04 -0.71 -1.46
H 4.77 2.39 -2.19
O -3.55 1.60 -1.50
H 4.32 4.01 -3.95
F 1.52 -1.90 0.06
O 4.06 1.60 -4.39
H 4.91 -2.01 -0.68
H 1.34 -4.14 9.95
Br 4.22 0.06 -1.83
H -3.95 7.06 -1.11
Br 9.92 -3.16 -1.11
F 1.77 -2.12 -2.35
C -0.80 -2.76 2.38
H 11.09 -3.46 -3.27
H -1.55 -2.65 4.44



2.
9
Properties=species:S:1:pos:R:3 method="wB97M-V/def2-TZVPD" de_lowest_kj_mol=187.1 orbital_gap_ev=9.60 e_lumo_ha=-0.017 energy_ha=-569.21690 total_charge=0 fmax_ha_per_bohr=0.0544
H -1.78 -0.67 1.39
H 0.56 -1.03 -2.43
H 1.52 0.05 -1.64
H -1.99 1.02 2.01
S 0.05 0.62 0.84
H 1.16 -1.35 -1.01
O 0.49 1.97 1.29
N 1.40 -0.89 -1.87
C -1.40 0.27 1.44